--- a ---
42
Properties=species:S:1:pos:R:3:lowdin_charge:R:1 method="wB97M-V/def2-TZVPD" e_lumo_ev="-1.2 / -2.5" s2=6.0491 multiplicity=5 homo_lumo_gap_ev="6.216 / 6.331"
Ir 0.72604 -0.42646 -1.31931 1.6799
Cl 6.63160 0.39337 2.91531 0.6726
C 5.42412 0.21011 1.68353 -0.6657
C 5.81006 0.19313 0.33711 -0.0754
C 4.86812 0.05085 -0.64601 0.0118
C 3.49795 -0.08691 -0.34003 -0.3068
O 2.69174 -0.23094 -1.36703 -0.2144
C 3.11091 -0.05921 1.02631 -0.1176
C 1.76170 -0.12237 1.51168 -0.0295
N 0.71031 -0.26175 0.78295 -0.0212
C -0.63185 -0.20233 1.26298 -0.1913
C -1.01763 0.16583 2.54206 -0.0080
C -2.37788 0.25218 2.81599 -0.0603
C -3.31565 0.06126 1.81655 -0.0194
C -2.94447 -0.24219 0.49686 -0.1700
C -3.95506 -0.23812 -0.53473 -0.0135
C -3.92306 0.14995 -1.87936 -0.0796
C -3.04655 0.74876 -2.74389 -0.1266
N -1.07242 -0.93127 -0.94889 -0.1976
C -1.58480 -0.47371 0.27756 -0.2219
C 4.10546 0.09070 2.01954 -0.0612
H 6.85604 0.29383 0.08269 0.1129
H 5.14667 0.03555 -1.68954 0.1272
H 1.63870 -0.01920 2.58882 0.1309
H -0.29364 0.39455 3.31035 0.1061
H -2.70537 0.51906 3.81097 0.1083
H -4.36526 0.20771 2.03566 0.1173
H -4.94708 -0.47787 -0.17086 0.1064
H -4.87575 0.00128 -2.37857 0.1091
H -3.36775 0.92250 -3.76314 0.1244
H 3.81075 0.11404 3.06018 0.1148
O -1.78752 2.42823 -0.43347 -0.0928
P -0.96985 2.26394 -1.80598 0.2590
O -0.90070 3.51808 -2.55191 -0.2417
O 0.36081 1.56559 -1.44099 -0.4003
O -1.74591 1.07413 -2.56223 -0.1716
P -1.04090 -2.47886 -1.67283 0.2787
O -0.95597 -3.46215 -0.41811 -0.1067
O -2.08654 -2.83769 -2.62203 -0.2446
O 0.43068 -2.22267 -2.17463 -0.4053
H -2.11929 3.33282 -0.37747 0.0943
H -1.55075 -4.21377 -0.53611 0.0894

--- b ---
42
Properties=species:S:1:pos:R:3:lowdin_charge:R:1 method="wB97M-V/def2-TZVPD" e_lumo_ev="-1.4 / -3.9" s2=6.0391 multiplicity=5 homo_lumo_gap_ev="5.769 / 4.547"
Ir 0.06267 -0.29452 0.74173 1.6021
Cl 5.41292 1.21136 -3.90452 0.7728
C 4.31776 1.04049 -2.61139 -0.6277
C 4.70661 1.44253 -1.33632 -0.0790
C 3.80362 1.28476 -0.31339 0.0828
C 2.52185 0.73960 -0.58570 -0.2807
O 1.72737 0.63253 0.40130 -0.1595
C 2.10629 0.31440 -1.90588 -0.1372
C 0.82106 -0.25824 -2.18141 -0.0590
N -0.16605 -0.49278 -1.26134 -0.1392
C -1.39117 -1.03384 -1.63632 -0.2277
C -1.82283 -1.29495 -2.91560 -0.0037
C -3.11364 -1.83271 -3.13957 -0.0606
C -3.96730 -2.10681 -2.11419 -0.0347
C -3.55535 -1.85163 -0.78293 -0.1467
C -4.36075 -2.09500 0.35123 0.0186
C -3.89093 -1.81754 1.60008 -0.0131
C -2.59953 -1.29312 1.75538 -0.0642
N -1.82682 -1.06676 0.70978 -0.0634
C -2.27769 -1.32693 -0.56305 -0.1441
C 3.03793 0.47802 -2.89947 -0.0337
H 5.68915 1.85744 -1.16734 0.1174
H 4.00833 1.54297 0.72426 0.1299
H 0.63000 -0.54589 -3.20385 0.1037
H -1.19622 -1.08664 -3.76963 0.1007
H -3.42404 -2.02449 -4.15852 0.1116
H -4.95314 -2.51300 -2.29826 0.1165
H -5.35510 -2.50377 0.21424 0.1279
H -4.48650 -1.99218 2.48467 0.1208
H -2.20087 -1.06034 2.73592 0.1011
H 2.80992 0.17882 -3.91433 0.1182
O -0.76902 1.71393 2.24467 -0.1912
P -0.31636 0.79260 3.52904 0.2184
O -1.42434 0.56850 4.45763 -0.2449
O 0.15366 -0.45513 2.67779 -0.4340
O 0.90485 1.51711 4.14236 -0.2459
P 2.46406 1.97402 3.55239 0.2078
O 1.95329 3.05633 2.43228 -0.1657
O 3.11952 2.70539 4.63589 -0.2852
O 3.02214 0.77447 2.87744 -0.3245
H -1.40310 2.39507 2.50042 0.0999
H 1.22776 2.72597 1.89451 0.0155

Stability, highest: b

--- a ---
14
Properties=species:S:1:pos:R:3:lowdin_charge:R:1 method="wB97M-V/def2-TZVPD" smiles=OCC(O)CO e_lumo_ev=0.6 homo_lumo_gap_ev=10.806
O 1.65405 1.52474 -0.22233 -0.0616
C 1.16567 0.19418 -0.30401 -0.2034
C -0.36061 0.20275 -0.47142 -0.3582
O -0.94684 1.08484 0.47204 -0.0322
C -0.94364 -1.17685 -0.18339 -0.2230
O -0.85504 -1.47439 1.19191 -0.0588
H 1.72538 1.77389 0.70851 0.0937
H 1.62895 -0.27743 -1.18159 0.1311
H 1.42658 -0.37994 0.59462 0.1304
H -0.60209 0.51513 -1.50251 0.1518
H -0.34204 1.84412 0.52652 0.0913
H -1.98377 -1.20808 -0.53927 0.1233
H -0.37578 -1.94261 -0.72619 0.1290
H -1.19081 -0.68035 1.63712 0.0867

--- b ---
14
Properties=species:S:1:pos:R:3:lowdin_charge:R:1 method="wB97M-V/def2-TZVPD" smiles="CCC(=O)O.O" e_lumo_ev=0.5 homo_lumo_gap_ev=11.145
C -1.33970 -1.04903 0.53169 -0.0898
C -1.11866 0.37227 0.07534 -0.1721
C -0.58801 1.32126 1.09244 -0.5496
O -0.26436 1.04480 2.21884 0.1052
O -0.48759 2.57452 0.60743 0.0953
H -1.89169 -1.07943 1.47362 0.0817
H -0.43364 -1.62793 0.50539 0.0749
H -2.08462 -1.49094 -0.13109 0.0738
H -0.33343 0.30392 -0.69083 0.1288
H -1.91689 0.85908 -0.48270 0.1237
H -0.13586 3.10327 1.34447 0.1282
O 3.45880 -1.46807 -2.55906 -0.0594
H 3.30459 -2.14588 -1.89642 0.0292
H 3.83108 -0.71783 -2.08912 0.0300

Stability, highest: b